No. 1
DFT (the ωB97M-V functional and the def2-TZVPD basis) results for a 6-piece molecular cluster, C9H15Br6Cl9 overall.

As for the structure (SMILES): ClC(Cl)Cl.ClC(Cl)Cl.ClC(Cl)Cl.BrCCBr.BrCCBr.BrCCBr. The calculation puts the HOMO-LUMO gap at 10.3 eV. For the energy above the lowest of the compared OMol25 structures with the same formula, charge and spin, the calculation gives 35.3 kJ/mol.

```
! wB97M-V def2-TZVPD RIJCOSX def2/J DEFGRID3
* xyz 0 1
Cl -0.0978 -2.8976 1.6117
C 0.2363 -1.1658 1.6061
Cl -1.0713 -0.2550 0.8641
Cl 1.7946 -0.8428 0.8676
H 0.2998 -0.8550 2.6372
Cl -2.0741 -1.1998 4.2044
C -3.6072 -0.3208 4.1206
Cl -3.7283 0.8811 5.3860
Cl -4.9649 -1.4578 4.2240
H -3.6522 0.1303 3.1412
Cl 2.6403 -4.9939 3.6298
C 3.3799 -3.4011 3.6067
Cl 2.2851 -2.1775 4.2219
Cl 3.9730 -3.0002 2.0003
H 4.2266 -3.4215 4.2740
Br -0.4048 4.4525 1.4776
C -0.9919 4.4009 -0.3567
C -1.9047 3.2000 -0.5592
Br -2.5858 3.1426 -2.3656
H -0.0894 4.2555 -0.9477
H -1.4454 5.3264 -0.6970
H -2.7777 3.2010 0.0857
H -1.3493 2.2862 -0.3623
Br -1.2750 -3.8880 -1.5605
C -0.6237 -2.2878 -2.4697
C -1.8051 -1.3895 -2.7715
Br -1.2491 -0.0824 -4.1067
H -0.1437 -2.6082 -3.3860
H 0.0806 -1.8297 -1.7845
H -2.0769 -0.8295 -1.8838
H -2.6598 -1.9403 -3.1375
Br 1.2143 1.8971 -1.1761
C 2.2221 0.6997 -2.3043
C 3.1189 1.4732 -3.2818
Br 4.5997 2.3337 -2.4080
H 1.5703 0.0667 -2.8966
H 2.8733 0.1106 -1.6665
H 2.5715 2.2345 -3.8259
H 3.4916 0.7523 -4.0108
*
```

=====

No. 2
DFT (the ωB97M-V functional and the def2-TZVPD basis) results for one molecule with the formula C4H10N2OS.

The calculation puts the HOMO-LUMO gap at 9.8 eV. For the energy above the lowest of the compared OMol25 structures with the same formula, charge and spin, the calculation gives 333.6 kJ/mol.

```
! wB97M-V def2-TZVPD RIJCOSX def2/J DEFGRID3
* xyz 0 1
C 0.0255 0.8380 -0.1670
C -1.2236 0.0766 0.0201
C -2.6173 0.7771 -0.3066
C -1.2173 -1.0352 0.8051
N 1.1439 0.3445 0.5281
N 2.5489 -1.4470 -0.6724
O 3.6929 0.6199 0.5730
S 2.5414 0.3469 -0.3296
H 0.4287 0.8410 -1.2320
H -0.1957 1.8743 0.1214
H -2.7597 1.2268 -1.4092
H -2.7524 1.5775 0.3896
H -3.3951 0.0780 -0.0169
H -2.0999 -1.6058 1.0217
H -0.2870 -1.2460 1.1909
H 3.2327 -2.0659 -1.0632
H 1.3357 0.4361 1.5110
H 1.5981 -1.6370 -0.9640
*
```

=====

No. 3
DFT (the ωB97M-V functional and the def2-TZVPD basis) results for a 2-piece molecular cluster, C27H31FN2O4S overall.

The calculation puts the HOMO-LUMO gap at 2.6 eV. For the energy above the lowest of the compared OMol25 structures with the same formula, charge and spin, the calculation gives 136.1 kJ/mol.

```
! wB97M-V def2-TZVPD RIJCOSX def2/J DEFGRID3
* xyz 0 1
C 5.3070 -0.9254 2.7039
N 4.3952 -0.1314 3.5005
C 5.1010 0.7062 4.4526
C 3.1299 0.2244 3.0156
C 1.9963 -0.5570 3.3705
C 0.7543 -0.2051 2.9020
C 0.5610 0.9417 2.0670
C -0.7556 1.1666 1.5996
C -1.2550 2.1445 0.7069
C -2.6776 2.2928 0.6512
C -3.2782 3.2314 -0.1490
C -2.4763 4.1070 -0.9298
N -3.0919 5.0426 -1.7712
C -3.0979 6.4542 -1.4433
C -3.1954 4.8148 -3.2005
C -1.0664 4.0138 -0.8572
C -0.4713 2.9945 -0.1334
C 1.7003 1.7670 1.8070
C 2.9649 1.3708 2.2044
H 4.7682 -1.6568 2.0955
H 5.9234 -0.3002 2.0389
H 5.9760 -1.4473 3.3958
H 4.4110 1.1220 5.1923
H 5.8356 0.0729 4.9606
H 5.6386 1.5324 3.9638
H 2.1401 -1.4260 4.0197
H -0.1176 -0.7984 3.1780
H -1.5171 0.5165 2.0388
H -3.2895 1.6480 1.2816
H -4.3651 3.3484 -0.1848
H -3.2746 6.6003 -0.3743
H -2.1563 6.9517 -1.7207
H -3.9113 6.9145 -2.0124
H -3.3981 3.7623 -3.4172
H -4.0250 5.4277 -3.5665
H -2.2838 5.1173 -3.7382
H -0.4677 4.7507 -1.4061
H 0.6025 2.8465 -0.2223
H 1.5893 2.7337 1.3215
H 3.8557 1.9439 1.9223
C -5.2764 -3.8675 -2.6368
C -4.4134 -2.6194 -2.6132
O -3.1254 -2.9619 -2.0602
C -2.2805 -1.8924 -1.9961
C -0.9630 -2.3509 -1.6149
F -0.0867 -1.4466 -1.1905
S -0.6199 -4.0888 -1.1085
C 1.1833 -4.0985 -0.8938
C 2.0209 -4.4897 -1.9421
C 3.4059 -4.3461 -1.8127
C 3.9502 -3.8492 -0.6289
C 3.1123 -3.4685 0.4191
C 1.7271 -3.5727 0.2795
O -1.2136 -4.2686 0.1992
O -0.9427 -4.9643 -2.2124
O -2.5920 -0.7377 -2.2588
H -6.2398 -3.6328 -3.1042
H -4.8038 -4.6756 -3.2099
H -5.4787 -4.2415 -1.6248
H -4.2648 -2.2279 -3.6317
H -4.8726 -1.8285 -1.9999
H 1.5880 -4.8673 -2.8634
H 4.0665 -4.6006 -2.6410
H 5.0317 -3.7360 -0.5285
H 3.5316 -3.0692 1.3404
H 1.0768 -3.2113 1.0708
*
```

=====

No. 4
DFT (the ωB97M-V functional and the def2-TZVPD basis) results for C9H18AsS8W as an isolated structure.

The calculation puts the HOMO-LUMO gap at 7.1 eV. For the energy above the lowest of the compared OMol25 structures with the same formula, charge and spin, the calculation gives 106.0 kJ/mol.

```
! wB97M-V def2-TZVPD RIJCOSX def2/J DEFGRID3
* xyz 1 1
W -2.2393 9.5860 7.6333
C -3.7570 11.5583 10.1941
C -4.2102 10.1438 10.7099
S -2.9830 8.8461 10.8458
C -1.7712 9.4008 12.0288
C -0.8104 10.3922 11.4283
S -0.3757 9.9770 9.7405
C 0.5877 11.4892 9.5321
C 0.9334 11.6534 8.0923
S -0.3767 11.6620 6.7878
C -1.4411 13.1323 7.1797
C -2.3819 12.9631 8.3594
S -3.5498 11.6203 8.4023
H -2.8176 11.8462 10.6361
H -4.6139 12.2787 10.4612
H -4.9740 9.7312 10.0904
H -4.6346 10.2753 11.6607
H -1.1770 8.5089 12.2189
H -2.2204 9.6723 13.0010
H 0.1334 10.6417 11.9572
H -1.2540 11.3747 11.3361
H 1.4360 11.4010 10.1639
H 0.0882 12.4030 9.9133
H 1.5859 10.8778 7.7119
H 1.6975 12.3930 7.8534
H -2.0644 13.3455 6.3179
H -0.8428 14.0327 7.4091
H -2.8757 13.8690 8.6867
H -1.6713 12.8014 9.2310
S 1.8074 5.6179 8.0091
As 0.2011 6.6263 8.6543
S -0.2289 8.1609 7.2251
S -3.8152 8.2233 7.8795
S -0.6893 6.5393 10.4557
C -2.4691 9.9028 5.7734
H -3.2758 9.4615 5.2939
H -1.6684 10.2923 5.1429
*
```

=====

No. 5
DFT (the ωB97M-V functional and the def2-TZVPD basis) results for one molecule with the formula C17H19N3O2S.

As for the structure (SMILES): CCCOc1ccc(C(=O)NC(=S)NCc2cccnc2)cc1. The calculation puts the HOMO-LUMO gap at 8.7 eV. For the energy above the lowest of the compared OMol25 structures with the same formula, charge and spin, the calculation gives 90.1 kJ/mol.

```
! wB97M-V def2-TZVPD RIJCOSX def2/J DEFGRID3
* xyz 0 1
C -1.1100 -7.6150 -0.1408
C -2.0373 -6.6336 0.5653
C -2.9823 -5.9493 -0.4255
O -2.2943 -5.1688 -1.3855
C -1.7840 -3.9662 -1.0480
C -1.9591 -3.3151 0.1730
C -1.3930 -2.0741 0.3766
C -0.6526 -1.4382 -0.6182
C -0.0820 -0.1141 -0.2991
O 0.0899 0.2644 0.8504
N 0.2269 0.6680 -1.3827
C 0.8068 1.9279 -1.3844
S 1.1399 2.6258 -2.8423
N 1.0620 2.4914 -0.2080
C 1.6673 3.7968 -0.0894
C 1.6540 4.2594 1.3369
C 2.1427 3.4530 2.3603
C 2.1105 3.9224 3.6621
C 1.5925 5.1886 3.8922
N 1.1310 5.9654 2.9284
C 1.1596 5.5110 1.6894
C -0.4700 -2.0972 -1.8364
C -1.0244 -3.3382 -2.0432
H -1.6828 -8.4118 -0.6095
H -0.5394 -7.1026 -0.9116
H -0.4152 -8.0583 0.5678
H -2.6415 -7.1558 1.3092
H -1.4401 -5.8786 1.0802
H -3.7309 -5.3446 0.1002
H -3.5040 -6.7054 -1.0186
H -2.5333 -3.7629 0.9683
H -1.5211 -1.5679 1.3216
H 0.0262 0.3200 -2.3111
H 0.8098 1.9619 0.6264
H 1.1276 4.5014 -0.7328
H 2.7020 3.7492 -0.4600
H 2.5453 2.4738 2.1411
H 2.4798 3.3206 4.4778
H 1.5437 5.6028 4.8904
H 0.7685 6.1830 0.9360
H 0.1355 -1.6669 -2.6208
H -0.8849 -3.8588 -2.9775
*
```

=====

No. 6
DFT (the ωB97M-V functional and the def2-TZVPD basis) results for one molecule with the formula C9H10N4O3.

As for the structure (SMILES): CC1(C)N=c2ccc([N+](=O)[O-])c(N)c2=[N+]1[O-]. The calculation puts the HOMO-LUMO gap at 6.3 eV.

```
! wB97M-V def2-TZVPD RIJCOSX def2/J DEFGRID3
* xyz 0 1
C -0.0074 -1.5043 2.8708
C -0.6685 -1.2596 1.5378
C -1.8727 -2.1838 1.2619
N -1.1711 0.1192 1.5090
C -0.6153 0.7745 0.4522
C -0.9446 2.0749 0.0486
C -0.3069 2.5552 -1.1142
C 0.6165 1.7640 -1.8420
N 1.1882 2.3713 -3.0044
O 1.8091 1.6930 -3.8053
O 1.0285 3.5952 -3.1926
C 0.9339 0.4833 -1.3614
N 1.8461 -0.3753 -1.9512
C 0.2772 -0.0139 -0.2069
N 0.2933 -1.2437 0.4072
O 1.1767 -2.1014 0.2072
H 0.3501 -2.5457 2.9560
H 0.8385 -0.7978 2.9565
H -0.6865 -1.2962 3.7014
H -2.3137 -1.9424 0.2800
H -1.6113 -3.2581 1.2725
H -2.6091 -2.0127 2.0289
H -1.5526 2.7193 0.6446
H -0.5565 3.5560 -1.4388
H 2.3308 -0.0438 -2.7861
H 2.2273 -1.1273 -1.4316
*
```

=====

Q: Which formula does entry 1 have?
A: C9H15Br6Cl9